ORCA calculation (wB97M-V/def2-TZVPD) on a molecular structure, C43H36Cl5HgN8O2S3Te.

```
99
Properties=species:S:1:pos:R:3:forces:R:3:lowdin_charge:R:1
Hg -0.27013 -1.04320 1.69549 -0.1 0.3 0.0 0.742
N -4.05590 -0.15257 3.21558 -0.2 -0.3 -0.3 0.133
C -3.16121 0.74120 3.70336 0.7 0.2 -0.1 -0.510
N -3.66015 1.62147 4.58631 -0.2 0.0 0.0 0.130
C -2.75530 2.51323 4.99996 0.2 -0.1 0.0 -0.509
N -3.23233 3.48815 5.85496 -0.1 0.2 0.0 0.102
N -1.48265 2.56750 4.68519 -0.1 0.2 0.1 0.131
C -1.05184 1.60812 3.81045 0.0 -0.2 -0.1 -0.318
N -1.90317 0.68752 3.26800 -0.2 0.0 0.0 0.110
C 0.33991 1.58437 3.51008 -0.2 0.0 0.0 -0.230
C 1.20471 2.51138 4.15517 0.1 0.1 0.1 -0.053
C 2.55155 2.45518 3.95976 -0.1 0.1 0.1 -0.112
C 3.08664 1.46560 3.11584 0.1 -0.1 -0.1 -0.104
C 2.20538 0.61074 2.49658 0.1 -0.1 -0.1 -0.230
N 0.88150 0.66072 2.64018 -0.4 -0.1 0.2 -0.029
H -4.92619 -0.21657 3.71225 0.0 0.0 0.0 0.085
H -3.71582 -0.97221 2.73674 0.0 0.1 -0.1 0.031
H -4.08011 3.23644 6.33419 0.0 0.0 0.0 0.069
H -2.51882 3.93609 6.40387 0.0 0.0 0.0 0.073
H 0.75652 3.23848 4.81737 0.0 0.0 -0.1 0.085
H 3.20672 3.15756 4.46182 0.0 0.0 0.0 0.086
H 4.14849 1.37126 2.94435 0.0 0.0 0.0 0.083
H 2.56877 -0.15392 1.81932 0.0 0.0 0.1 0.069
Cl -0.37224 -6.71488 7.20743 0.0 -0.1 0.0 0.588
C -0.03788 -5.35322 6.18773 0.0 0.0 0.0 -0.744
C -1.07388 -4.61906 5.60974 0.0 0.0 0.0 -0.714
Cl -2.71154 -5.10084 5.90777 -0.1 0.0 0.0 0.626
C -0.81412 -3.51804 4.81763 -0.1 -0.1 0.0 -0.593
Cl -2.09911 -2.60039 4.11341 0.1 -0.1 0.1 0.705
C 0.51301 -3.05606 4.54013 0.0 -0.1 0.1 -0.534
O 0.76540 -2.05503 3.84085 0.0 0.2 -0.1 -0.171
C 1.54254 -3.85038 5.15312 0.0 0.0 0.0 -0.614
Cl 3.16810 -3.35384 4.84623 0.0 0.0 0.0 0.663
C 1.27505 -4.95023 5.94085 -0.1 0.0 0.0 -0.719
Cl 2.57895 -5.85450 6.64041 0.0 0.0 0.0 0.616
S -2.07619 -1.57224 0.05375 0.1 0.2 0.3 0.432
C -1.25313 -2.74919 -0.95827 -0.1 0.1 0.0 -0.719
C -2.01140 -3.27148 -2.01226 0.0 0.0 0.0 -0.169
C -1.51778 -4.22400 -2.88343 0.0 0.0 0.0 -0.146
C -0.21976 -4.68630 -2.71178 0.0 -0.1 0.0 -0.147
C 0.54717 -4.17631 -1.68030 0.1 0.0 -0.1 -0.175
C 0.07695 -3.19877 -0.79068 0.0 0.0 0.0 -0.712
S 1.19376 -2.67230 0.45520 0.1 -0.2 0.1 0.549
H -3.02035 -2.89829 -2.13392 0.0 0.0 0.0 0.087
H -2.14343 -4.60563 -3.68183 0.0 0.0 0.0 0.089
H 0.19030 -5.44603 -3.36765 0.0 0.0 0.0 0.088
H 1.54642 -4.55570 -1.51343 0.1 0.0 0.0 0.072
Te -2.25532 2.12517 -0.43529 0.1 0.3 -0.1 1.365
C -3.39021 3.03156 -1.99715 0.0 -0.1 0.1 -0.525
C -4.34567 3.99574 -1.68915 0.0 0.1 0.0 -0.145
C -5.09129 4.59489 -2.69350 0.0 0.0 0.0 -0.106
C -4.89841 4.22524 -4.01744 0.0 0.0 0.0 -0.113
C -3.95914 3.25484 -4.33026 0.0 0.0 0.0 -0.097
C -3.20884 2.65801 -3.32437 0.0 -0.1 0.0 -0.133
C -0.99005 3.82399 -0.26477 -0.1 -0.1 0.1 -0.536
C -0.35235 4.34214 -1.38721 -0.1 0.0 0.0 -0.165
C 0.54465 5.38906 -1.26027 0.0 0.0 0.0 -0.107
C 0.83812 5.90666 -0.00590 0.0 0.0 0.0 -0.108
C 0.21171 5.38691 1.11487 0.0 0.0 0.0 -0.090
C -0.71172 4.35716 0.98687 0.0 0.0 -0.1 -0.136
H -4.49871 4.28284 -0.65671 0.0 0.0 0.0 0.091
H -5.82864 5.34756 -2.44118 0.0 0.0 0.0 0.094
H -5.48749 4.68576 -4.80138 0.0 0.0 0.0 0.091
H -3.80858 2.95517 -5.36022 0.0 0.0 0.0 0.097
H -2.49570 1.88151 -3.57184 0.0 0.0 0.0 0.081
H -0.55042 3.91764 -2.36472 0.0 0.0 0.0 0.094
H 1.04152 5.77897 -2.14042 0.0 0.0 0.0 0.094
H 1.56537 6.70301 0.09712 0.0 0.0 0.0 0.091
H 0.44362 5.77097 2.10022 0.0 0.0 0.0 0.100
H -1.19703 3.96609 1.86800 0.0 -0.1 0.2 0.085
C 4.30568 -3.24110 -1.87532 0.0 0.0 0.0 -0.111
C 4.62724 -1.75915 -2.01857 0.0 0.0 0.0 -0.240
C 3.67580 -0.83054 -1.27376 0.1 0.1 -0.1 -0.251
N 2.38276 -0.75934 -1.92893 -0.1 0.1 0.0 0.002
C 1.52047 0.23574 -1.67703 0.4 0.1 0.0 -0.834
S 1.83712 1.51076 -0.66377 0.0 0.1 -0.1 0.722
N 0.29907 0.20127 -2.33402 -0.4 -0.1 0.0 0.104
C -0.12534 -0.46837 -3.45797 -0.2 0.0 0.0 -0.412
O -1.31060 -0.54222 -3.72385 0.2 0.1 0.0 0.082
C 0.89435 -0.98798 -4.42224 0.1 -0.1 -0.3 -0.147
C 1.98333 -0.21210 -4.81229 -0.1 0.0 0.0 -0.035
C 2.84417 -0.67239 -5.79371 0.0 0.0 0.0 -0.092
C 2.63372 -1.91547 -6.37826 0.0 0.0 0.0 -0.100
C 1.54930 -2.69031 -5.98782 0.1 0.0 -0.1 -0.078
C 0.67131 -2.22161 -5.02364 0.0 0.1 0.1 -0.012
H 5.10518 -3.85587 -2.29326 0.0 0.0 0.0 0.064
H 3.38561 -3.49967 -2.39915 -0.1 0.0 0.0 0.051
H 4.17447 -3.50667 -0.82577 0.0 0.0 0.0 0.069
H 4.63133 -1.48571 -3.07887 0.1 0.1 0.0 0.098
H 5.63268 -1.56663 -1.63513 0.0 0.0 0.0 0.102
H 4.08335 0.18107 -1.25428 -0.1 0.0 0.0 0.083
H 3.53534 -1.15033 -0.23547 0.0 0.0 0.0 0.082
H 1.99587 -1.63432 -2.25827 0.0 0.0 0.1 0.114
H -0.44741 0.71417 -1.85201 0.2 -0.2 -0.1 0.012
H 2.15218 0.75025 -4.34564 0.0 0.0 0.0 0.120
H 3.68608 -0.06355 -6.09809 0.0 0.0 0.0 0.097
H 3.31344 -2.27661 -7.14007 0.0 0.0 0.0 0.093
H 1.38555 -3.66039 -6.44000 0.0 0.0 0.0 0.099
H -0.18088 -2.80768 -4.70561 0.0 0.0 0.0 0.101
```
Forces are in eV/Å.

## Properties
Energy relative to the best compared isomer or geometry (same formula, charge and spin) in kJ/mol: 2.79
Net charge: -2
E_HOMO (spin up / spin down) in hartree: -0.0138 / -0.0823
Multiplicity: 2
Gap between HOMO and LUMO (spin up / spin down) in eV: 4.07 / 5.93
Total energy in eV: -167782.9946
⟨S²⟩: 0.765

***

ORCA calculation (wB97M-V/def2-TZVPD) on 2 unconnected molecules or ions with the total composition C16H33N5O3 at a distorted geometry.

```
57
Properties=species:S:1:pos:R:3:forces:R:3:lowdin_charge:R:1
C -0.21449 0.45291 3.65638 -0.3 0.2 0.6 -0.049
C 1.03781 0.72344 2.87900 -0.8 0.3 -0.9 -0.165
O 1.95217 -0.44373 2.87924 0.2 0.1 -0.3 0.032
C 2.77072 -0.34956 1.86298 1.1 0.4 -0.1 -0.390
N 3.91569 0.34722 1.82068 -0.6 -0.1 0.4 0.249
C 4.37116 0.18711 0.58609 -0.1 -0.1 -0.4 -0.346
N 5.48403 0.74505 0.12006 0.1 0.0 -0.3 0.093
C 5.92201 0.60630 -1.25397 0.1 0.1 0.3 -0.113
C 6.19700 -0.83771 -1.68560 0.5 0.2 -0.6 -0.412
C 6.61636 -1.76573 -0.57081 0.1 -0.6 -0.6 -0.031
O 5.10819 -1.40387 -2.42134 -0.4 0.0 0.6 -0.046
N 3.56882 -0.61720 -0.15315 0.1 0.4 0.4 0.175
N 2.55779 -0.94901 0.68754 -1.1 -0.4 0.9 0.183
H -0.26863 1.00064 4.59278 0.2 0.1 0.1 0.076
H -1.04580 0.80119 3.04675 -0.2 -0.2 -0.1 0.073
H -0.33763 -0.59272 3.91481 0.0 -0.2 -0.3 0.085
H 0.72895 0.85281 1.84033 0.1 0.0 -0.2 0.115
H 1.54991 1.63518 3.16740 0.4 -0.2 0.3 0.126
H 5.99714 1.32869 0.75316 0.0 0.1 0.2 0.159
H 5.21533 1.10636 -1.91945 -0.2 -0.1 -0.2 0.134
H 6.84381 1.16656 -1.35355 0.2 0.1 0.1 0.133
H 7.04335 -0.79772 -2.37345 0.1 0.2 -0.1 0.140
H 5.77644 -2.21481 -0.05064 -0.1 0.2 0.3 0.083
H 7.32265 -1.29224 0.09960 -0.1 0.2 0.3 0.092
H 7.15326 -2.58899 -1.03355 0.0 -0.2 0.0 0.089
H 4.90215 -0.79007 -3.13109 0.0 -0.1 -0.3 0.102
H 3.63057 -0.93226 -1.11442 0.2 -0.2 -0.1 0.156
H 1.76325 -1.54418 0.50005 0.0 0.0 -0.6 0.197
C -5.26229 1.95350 -0.49897 -0.4 0.1 0.1 -0.044
C -4.31651 0.99904 0.25375 -0.4 -0.1 -0.3 -0.533
C -4.94532 -0.40165 0.29299 0.0 -0.3 0.0 -0.162
C -4.94223 -1.14874 -1.04248 0.0 0.0 0.0 -0.183
C -3.77594 -0.73545 -1.95088 -0.2 -0.1 -0.1 -0.153
C -2.57974 -0.11946 -1.21237 -0.3 -0.2 0.0 -0.559
N -3.03672 1.02928 -0.46585 0.3 0.5 -0.1 -0.218
O -1.99709 1.66473 0.22496 0.4 -0.2 0.3 -0.329
C -1.60426 0.37134 -2.28274 0.4 -0.1 -0.2 -0.067
C -1.86465 -1.20258 -0.37750 0.2 -0.3 0.1 -0.049
C -4.22917 1.47879 1.69702 0.2 0.1 0.2 -0.070
H -4.84616 2.96156 -0.50806 0.1 0.0 0.0 0.080
H -6.25364 2.00086 -0.02613 0.0 0.0 0.0 0.073
H -5.40254 1.64061 -1.53479 0.1 0.0 0.0 0.067
H -4.41015 -1.00839 1.02970 0.1 0.1 0.0 0.096
H -5.97162 -0.33432 0.66933 0.0 0.1 0.0 0.110
H -4.89583 -2.22352 -0.84338 0.0 0.0 0.0 0.099
H -5.88601 -0.98698 -1.56967 0.0 0.0 0.0 0.100
H -3.45263 -1.60102 -2.53881 0.1 0.0 0.0 0.107
H -4.13702 -0.00622 -2.68123 0.1 0.1 0.1 0.106
H -2.05089 1.18053 -2.86114 0.0 0.0 0.1 0.081
H -1.34723 -0.44143 -2.97436 -0.1 -0.1 0.0 0.068
H -0.68012 0.74100 -1.83574 -0.1 0.1 0.1 0.057
H -1.53049 -2.02757 -1.01955 0.0 0.0 0.0 0.067
H -2.50596 -1.63053 0.39470 0.0 0.0 0.0 0.066
H -0.98171 -0.78330 0.11344 -0.1 0.2 0.1 0.040
H -5.22644 1.46963 2.14934 -0.1 -0.1 -0.1 0.075
H -3.84630 2.49548 1.75942 0.1 -0.1 -0.1 0.072
H -3.58335 0.83114 2.29320 0.1 0.0 -0.1 0.064
```
Forces are in eV/Å.

## Properties
Energy relative to the best compared isomer or geometry (same formula, charge and spin) in kJ/mol: 0.00
E_HOMO in hartree: -0.1292
Gap between HOMO and LUMO in eV: 2.97
Total energy in eV: -30714.7080

***

ORCA calculation (wB97M-V/def2-TZVPD) on 2 unconnected molecules or ions with the total composition H3PS at a distorted geometry.

```
5
Properties=species:S:1:pos:R:3:forces:R:3:lowdin_charge:R:1
P -1.42263 0.20067 -1.56273 0.3 0.4 0.0 0.494
S 1.90761 -0.41277 2.04596 0.0 0.4 0.2 0.315
H -1.92906 0.49377 -0.24789 0.4 0.2 -0.4 -0.252
H -0.49224 1.32382 -1.69988 -0.7 -0.6 0.4 -0.235
H 1.93632 -1.60549 1.46454 0.0 -0.4 -0.2 -0.322
```
Forces are in eV/Å.

## Properties
Energy relative to the best compared isomer or geometry (same formula, charge and spin) in kJ/mol: 301.66
E_HOMO (spin up / spin down) in hartree: -0.3748 / -0.3301
Gap between HOMO and LUMO (spin up / spin down) in eV: 8.93 / 6.43
Total energy in eV: -20169.2391

***

ORCA calculation (wB97M-V/def2-TZVPD) on a molecular structure, C20H18F9N5O5PtS.

```
59
Properties=species:S:1:pos:R:3:forces:R:3:lowdin_charge:R:1
Pt 0.39932 -0.12881 0.40615 -0.3 0.0 -0.1 1.262
N -1.38265 -3.52970 -1.58445 0.1 0.0 0.0 0.136
C -2.73410 -3.39554 -1.96525 -0.2 0.0 0.0 -0.235
C -3.46574 -4.50277 -2.35749 0.0 -0.1 0.0 -0.024
C -4.79181 -4.36343 -2.74983 0.0 0.0 0.0 -0.084
C -5.39391 -3.11875 -2.72731 0.0 0.0 0.0 -0.084
C -4.66854 -2.01124 -2.30326 0.0 0.0 0.0 -0.095
C -3.34228 -2.14425 -1.93608 0.2 0.2 0.2 -0.432
S -2.41087 -0.71163 -1.43929 -0.3 0.0 -0.4 1.039
N -1.15534 -1.42751 -0.58440 0.5 -0.2 0.4 -0.352
C -0.75910 -2.62883 -0.76958 -0.4 0.2 -0.1 -0.338
C 0.45335 -3.06208 -0.04079 0.4 -0.2 0.1 -0.191
C 0.63239 -4.35394 0.42973 -0.1 0.0 -0.1 0.006
C 1.77466 -4.64899 1.15661 0.1 0.1 0.0 -0.035
C 2.71290 -3.65299 1.37005 -0.1 -0.1 -0.1 -0.024
C 2.46349 -2.38972 0.86014 0.2 0.0 -0.1 -0.090
N 1.36007 -2.10293 0.17980 0.0 -0.1 0.1 0.014
H -0.96902 -4.44035 -1.67831 0.0 0.0 0.0 0.137
H -2.99863 -5.48135 -2.36996 0.0 0.0 0.0 0.113
H -5.34944 -5.23477 -3.06511 0.0 0.0 0.0 0.105
H -6.42414 -3.00329 -3.03485 0.0 0.0 0.0 0.106
H -5.12589 -1.02969 -2.27212 0.0 0.0 0.0 0.109
H -0.12693 -5.10743 0.26753 0.0 0.0 0.0 0.118
H 1.92325 -5.64143 1.55994 0.0 0.0 0.0 0.115
H 3.61685 -3.84524 1.92948 0.0 0.0 0.0 0.113
H 3.16810 -1.57749 0.98641 -0.1 0.1 0.1 0.113
F 3.78663 1.55666 -2.85668 -0.2 0.0 0.2 0.155
C 2.90431 1.22546 -1.89444 0.1 0.0 0.0 -0.517
F 3.03770 2.15573 -0.92298 -0.1 -0.2 0.0 0.140
F 3.30435 0.05674 -1.37079 0.0 0.2 -0.1 0.142
C 1.41664 1.10978 -2.41300 0.0 0.1 -0.2 -0.342
O 0.70367 0.16049 -1.79542 0.1 0.3 0.6 -0.229
C 0.73974 2.51913 -2.30467 0.0 0.1 0.1 -0.534
F -0.36415 2.58134 -3.06092 0.1 0.0 0.1 0.166
F 0.36000 2.76051 -1.03552 0.1 0.0 -0.1 0.132
F 1.54082 3.53664 -2.68053 -0.1 -0.2 0.1 0.152
C 1.47423 0.73589 -3.93159 -0.1 -0.1 -0.1 -0.543
F 2.31726 -0.29560 -4.12814 -0.1 0.1 0.0 0.157
F 0.26922 0.34836 -4.36073 0.2 0.0 0.0 0.161
F 1.87763 1.75488 -4.71550 -0.1 -0.2 0.1 0.154
O -0.85252 0.31304 4.15673 0.0 -0.1 -0.5 0.058
N -0.60442 0.16956 2.97465 0.1 0.1 0.4 -0.564
O -0.02069 -0.88320 2.54450 -0.1 0.3 -0.2 -0.122
O -0.87488 1.05420 2.11660 -0.2 -0.1 0.0 -0.111
C 3.91687 3.82247 2.79598 -0.1 0.1 0.0 -0.040
N 3.49303 2.50208 2.36755 0.1 -0.2 -0.1 -0.138
C 4.52239 1.47448 2.40456 -0.1 0.0 0.0 -0.023
C 2.24499 2.21027 1.95565 0.0 0.2 0.0 -0.466
C 1.23022 3.31535 1.98620 0.0 0.0 -0.2 0.016
O 1.96494 1.06226 1.58680 0.3 -0.3 -0.1 -0.099
H 4.96524 3.95199 2.53276 0.0 0.0 0.0 0.092
H 3.81221 3.94323 3.87777 0.0 0.0 0.0 0.100
H 3.34818 4.60420 2.29987 0.0 0.0 0.0 0.084
H 4.99092 1.45733 3.38988 0.0 0.0 0.0 0.095
H 5.28161 1.67283 1.64476 0.0 0.0 0.0 0.098
H 4.06579 0.51151 2.20853 0.0 0.0 0.0 0.072
H 1.21638 3.79784 2.96294 0.0 0.0 0.0 0.097
H 0.25335 2.89693 1.77243 0.0 0.0 0.0 0.061
H 1.46987 4.06344 1.22860 0.0 0.0 0.0 0.095
```
Forces are in eV/Å.

## Properties
Energy relative to the best compared isomer or geometry (same formula, charge and spin) in kJ/mol: 0.00
E_HOMO (spin up / spin down) in hartree: -0.2891 / -0.2899
Multiplicity: 3
Gap between HOMO and LUMO (spin up / spin down) in eV: 7.26 / 7.19
Total energy in eV: -77256.0880
⟨S²⟩: 2.005

***

Taking the records one at a time from the top gives molecular weight values of 1298.5, 343.5, 66.1, 806.5 g/mol.